# 1
Entry from the Open Molecules 2025 dataset: 6 unconnected molecules or ions with the total composition C56H120F3N5O3S in a non-equilibrium geometry (ωB97M-V/def2-TZVPD).

Orbital gap: 9.92 eV
Net charge: +4
Lowest unoccupied orbital energy: -6.495 eV
Energy: -3401.88370 Eh
Relative energy (zero: lowest compared OMol25 entry of this formula, charge and spin): 0.000 eV

Each line ends with the Mulliken charge.
Element x y z (Å)
C1 4.834 2.045 4.850  -0.6292
C2 5.926 1.347 4.019  -1.0660
C3 6.006 -0.174 4.171  -0.4865
C4 6.440 -0.650 5.532  -1.0524
N1 6.792 -2.117 5.578  0.5020
C5 8.018 -2.452 4.720  -0.4178
C6 9.164 -2.783 5.662  -0.7427
C7 8.412 -3.427 6.820  -0.5999
C8 7.242 -2.498 6.994  -0.5436
C9 5.651 -3.028 5.189  -1.1013
C10 4.343 -2.772 5.877  -0.2870
C11 3.318 -3.828 5.436  -1.4070
H1 3.878 1.881 4.358  0.0255
H2 5.066 3.106 4.903  0.2159
H3 4.865 1.588 5.838  0.3634
H4 6.902 1.799 4.223  0.4164
H5 5.753 1.539 2.956  0.3602
H6 6.624 -0.559 3.355  0.5500
H7 5.036 -0.605 3.882  0.2520
H8 5.692 -0.548 6.315  0.6010
H9 7.370 -0.151 5.814  0.4573
H10 7.784 -3.215 3.982  0.3704
H11 8.249 -1.558 4.142  0.3248
H12 9.892 -3.460 5.225  0.4010
H13 9.633 -1.857 5.995  0.3030
H14 8.078 -4.442 6.577  0.2987
H15 9.024 -3.578 7.708  0.4237
H16 6.425 -2.906 7.579  0.2813
H17 7.567 -1.575 7.478  0.3676
H18 6.012 -4.038 5.387  0.5668
H19 5.589 -2.945 4.102  0.5354
H20 3.970 -1.764 5.671  0.2203
H21 4.445 -2.788 6.965  0.3854
H22 2.924 -3.599 4.446  0.3413
H23 2.418 -3.688 6.042  0.4002
H24 3.712 -4.825 5.594  0.3721
C12 8.153 12.194 -4.796  -1.2273
C13 7.194 11.503 -3.841  -0.7284
C14 6.805 12.344 -2.630  -0.2366
C15 5.762 13.399 -2.955  -0.9761
N2 5.533 14.386 -1.840  0.7153
C16 4.320 15.238 -2.174  -0.7385
C17 4.818 16.430 -2.982  -0.7184
C18 6.206 16.704 -2.430  -0.7723
C19 6.681 15.396 -1.801  -0.4786
C20 5.379 13.765 -0.469  -1.4649
C21 4.257 12.767 -0.377  -0.1876
C22 4.041 12.314 1.087  -0.8360
H25 9.170 12.209 -4.396  0.2958
H26 7.813 13.209 -5.010  0.3163
H27 8.275 11.677 -5.748  0.4014
H28 7.586 10.537 -3.521  0.3909
H29 6.249 11.257 -4.342  0.3546
H30 7.650 12.829 -2.129  0.4669
H31 6.355 11.675 -1.889  0.0418
H32 4.797 12.959 -3.192  0.3865
H33 6.131 14.006 -3.783  0.5179
H34 3.853 15.523 -1.232  0.4996
H35 3.599 14.669 -2.754  0.3794
H36 4.148 17.280 -2.903  0.4284
H37 4.847 16.106 -4.024  0.3482
H38 6.163 17.452 -1.634  0.3213
H39 6.924 17.138 -3.122  0.3737
H40 6.953 15.532 -0.757  0.3451
H41 7.542 14.952 -2.297  0.3545
H42 5.256 14.601 0.220  0.6579
H43 6.369 13.351 -0.265  0.5284
H44 4.477 11.862 -0.946  0.2702
H45 3.303 13.142 -0.748  0.4895
H46 4.821 11.631 1.413  -0.1595
H47 3.082 11.802 1.137  0.4990
H48 4.000 13.163 1.773  0.1181
C23 -0.946 8.660 6.081  -0.5368
C24 -1.052 9.865 5.128  -0.9310
C25 0.261 10.656 5.081  0.2956
C26 0.503 11.450 6.332  -1.2588
N3 1.949 11.813 6.610  0.9919
C27 2.017 12.567 7.922  -0.6904
C28 2.023 11.512 9.021  -0.9347
C29 2.653 10.272 8.408  -0.8451
C30 2.709 10.547 6.897  -0.2928
C31 2.512 12.596 5.433  -0.8596
C32 2.202 14.080 5.515  -0.1344
C33 2.851 14.793 4.328  -1.4862
H49 -1.921 8.246 6.333  0.4738
H50 -0.490 8.967 7.026  0.3699
H51 -0.330 7.866 5.657  -0.2454
H52 -1.890 10.505 5.405  0.4662
H53 -1.248 9.451 4.138  0.2617
H54 0.212 11.316 4.209  0.3130
H55 1.065 9.969 4.801  -0.3046
H56 0.175 10.965 7.252  0.6772
H57 -0.038 12.394 6.246  0.4376
H58 2.967 13.092 7.888  0.5766
H59 1.167 13.235 8.013  0.3118
H60 2.617 11.926 9.838  0.4175
H61 1.040 11.383 9.474  0.3530
H62 3.685 10.209 8.754  0.3734
H63 2.212 9.303 8.625  0.4294
H64 3.747 10.650 6.581  0.5565
H65 2.381 9.737 6.255  -0.0358
H66 2.202 12.122 4.511  0.1932
H67 3.593 12.465 5.507  0.4549
H68 2.680 14.507 6.391  0.3921
H69 1.124 14.240 5.493  0.2955
H70 2.749 15.875 4.351  0.4603
H71 2.386 14.472 3.387  0.3104
H72 3.907 14.528 4.235  0.3450
C34 0.242 4.748 6.579  -1.3806
C35 1.406 5.164 5.704  -0.3272
C36 1.044 5.580 4.281  1.2035
C37 0.440 4.455 3.477  -1.5322
N4 0.704 4.560 1.988  0.4695
C38 -0.122 3.488 1.295  -0.6948
C39 0.648 2.207 1.503  -1.1808
C40 2.135 2.601 1.661  -0.0677
C41 2.142 4.136 1.742  -0.2135
C42 0.352 5.917 1.449  -0.4897
C43 -1.101 6.309 1.601  -0.1546
C44 -1.314 7.716 1.041  -1.4399
H73 -0.227 3.823 6.220  0.3074
H74 -0.571 5.475 6.621  0.2540
H75 0.566 4.515 7.592  0.4630
H76 2.202 4.410 5.681  0.2914
H77 1.919 6.016 6.155  0.2176
H78 1.956 5.966 3.822  -0.4038
H79 0.347 6.419 4.314  -0.3724
H80 -0.643 4.507 3.580  0.4543
H81 0.716 3.446 3.779  0.5070
H82 -0.222 3.765 0.247  0.5038
H83 -1.084 3.526 1.795  0.4731
H84 0.482 1.562 0.641  0.4320
H85 0.257 1.669 2.365  0.3831
H86 2.726 2.222 0.835  0.4704
H87 2.463 2.191 2.613  -0.2597
H88 2.485 4.635 0.840  0.4826
H89 2.680 4.486 2.618  0.1274
H90 0.625 5.865 0.394  0.8812
H91 1.000 6.635 1.952  -0.1307
H92 -1.478 6.297 2.627  0.2584
H93 -1.739 5.597 1.072  0.3803
H94 -0.931 7.777 0.019  0.4219
H95 -0.822 8.478 1.642  0.2139
H96 -2.379 7.930 0.962  0.4202
C45 12.077 8.531 -2.467  -1.3030
C46 12.280 9.036 -1.039  -0.4689
C47 10.952 9.168 -0.325  -0.1999
C48 11.129 9.953 0.973  -1.0278
N5 9.972 9.883 1.934  0.6935
C49 10.060 11.009 2.940  -0.6396
C50 8.646 11.520 3.233  -0.8505
C51 7.739 10.770 2.252  1.5174
C52 8.667 10.150 1.227  -1.1620
C53 10.036 8.552 2.646  -1.1104
C54 8.903 8.204 3.592  0.3979
C55 9.162 6.837 4.225  -1.6253
H97 11.822 7.463 -2.443  0.3397
H98 12.940 8.630 -3.119  0.3858
H99 11.197 8.947 -2.964  0.2792
H100 12.727 10.035 -1.113  0.3417
H101 13.024 8.430 -0.524  0.3922
H102 10.491 8.202 -0.097  0.2629
H103 10.208 9.722 -0.901  0.2790
H104 11.298 11.013 0.787  0.4822
H105 12.019 9.604 1.501  0.3442
H106 10.598 10.686 3.828  0.3904
H107 10.666 11.803 2.509  0.4004
H108 8.400 11.400 4.288  0.4080
H109 8.553 12.603 3.126  0.3403
H110 7.154 10.041 2.800  -0.5706
H111 7.047 11.435 1.739  -0.4964
H112 8.276 9.237 0.784  0.3204
H113 8.902 10.887 0.460  0.5389
H114 10.990 8.548 3.174  0.4767
H115 10.122 7.791 1.869  0.2597
H116 7.960 8.191 3.048  0.1151
H117 8.822 8.949 4.387  0.2363
H118 9.006 6.043 3.490  0.3903
H119 8.481 6.657 5.051  0.4324
H120 10.200 6.751 4.551  0.3870
C56 4.572 7.702 4.368  0.3996
F1 5.640 8.200 4.991  -0.1772
F2 4.944 6.580 3.734  -0.2162
F3 3.650 7.381 5.297  -0.1298
S1 3.805 8.897 3.201  0.1723
O1 3.573 10.069 4.022  -0.1040
O2 4.838 9.029 2.194  -0.4666
O3 2.604 8.225 2.756  -0.5831

# 2
Entry from the Open Molecules 2025 dataset: 2 unconnected molecules or ions with the total composition C2H7NS2 in a non-equilibrium geometry (ωB97M-V/def2-TZVPD).

Orbital gap: 8.89 eV
Lowest unoccupied orbital energy: 0.436 eV
SMILES string: C=N.CSS
Energy: -931.42662 Eh
Relative energy (zero: lowest compared OMol25 entry of this formula, charge and spin): 2.639 eV

Each line ends with the natural charge from an NBO analysis.
Element x y z (Å)
C1 -2.213 -0.524 -1.249  -0.0520
N1 -2.635 -0.526 -0.035  -0.6280
H1 -1.352 -0.012 -1.577  0.1793
H2 -2.565 -1.431 -1.722  0.1468
H3 -2.897 -1.518 0.264  0.3480
C2 0.529 1.665 -0.700  -0.8098
S1 1.286 0.085 -0.501  0.0905
S2 0.880 -0.476 1.506  -0.0966
H4 -0.178 2.143 -0.048  0.2561
H5 1.335 2.368 -0.887  0.2342
H6 -0.204 1.595 -1.476  0.2226
H7 -0.247 -0.058 1.302  0.1090

# 3
Entry from the Open Molecules 2025 dataset: a molecular structure, C13H10N3O3Tc in a non-equilibrium geometry (ωB97M-V/def2-TZVPD).

Orbital gap (alpha / beta): 5.86 / 5.92 eV
Net charge: +1
Lowest unoccupied orbital energy (alpha / beta): -5.494 / -5.434 eV
Energy: -971.92759 Eh
Relative energy (zero: lowest compared OMol25 entry of this formula, charge and spin): 0.000 eV
Multiplicity: 2

Each line ends with the Löwdin spin population.
Element x y z (Å)
Tc1 -0.839 1.300 -1.145  0.8459
O1 -2.002 1.288 3.212  -0.0003
C1 -1.513 0.065 3.462  -0.0007
C2 -1.773 -0.452 4.732  0.0002
C3 -1.318 -1.702 5.078  -0.0008
C4 -0.589 -2.482 4.172  0.0000
C5 -0.329 -1.992 2.922  -0.0006
C6 -0.783 -0.711 2.532  -0.0010
C7 -0.491 -0.249 1.197  0.0033
O2 -0.872 0.981 0.836  0.0296
N1 0.165 -1.041 0.362  -0.0002
N2 0.435 -0.347 -0.761  0.0027
C8 1.013 -0.836 -1.810  0.0218
C9 1.210 0.152 -2.886  0.0036
C10 1.955 -0.078 -4.020  0.0014
C11 2.126 0.960 -4.933  -0.0002
C12 1.557 2.196 -4.680  0.0018
C13 0.812 2.359 -3.524  0.0073
N3 0.634 1.363 -2.654  0.0072
H1 -1.768 1.556 2.311  0.0001
H2 -2.336 0.160 5.422  0.0000
H3 -1.526 -2.086 6.068  0.0000
H4 -0.236 -3.463 4.459  0.0000
H5 0.229 -2.574 2.204  0.0000
H6 1.368 -1.848 -1.962  0.0004
H7 2.402 -1.048 -4.188  0.0000
H8 2.710 0.801 -5.830  0.0000
H9 1.679 3.023 -5.364  0.0001
H10 0.334 3.299 -3.283  0.0037
O3 -2.253 1.407 -1.929  0.0748

Q: Which formula does entry 3 have?
A: C13H10N3O3Tc

Q: Number 2 is which compound?
A: C2H7NS2

Q: Which value of relative energy (zero: lowest compared OMol25 entry of this formula, charge and spin) does entry 2 give?
A: 2.639 eV